A:
DFT (ωB97M-V with the def2-TZVPD basis set) results for a single C6H8 molecule.

The geometry in XYZ format:
```
14
C6H8 ωB97M-V with the def2-TZVPD basis set
C -1.202 0.576 -2.529
C -1.411 0.288 -1.379
C -1.203 -0.285 -0.057
C 0.300 -0.414 0.151
C 0.782 -0.270 1.569
C 1.430 0.536 0.489
H -1.023 0.836 -3.542
H -1.737 0.190 0.773
H -1.560 -1.326 -0.082
H 0.642 -1.109 -0.614
H 1.301 -1.005 2.176
H 0.055 0.315 2.135
H 1.434 1.622 0.476
H 2.369 0.098 0.148
```

Summary:
frontier orbital gap = 10.83 eV
SMILES = C#CCC1CC1
LUMO = 1.149 eV
HOMO = -0.3556 Eh
charge = 0

=====

B:
DFT (ωB97M-V with the def2-TZVPD basis set) results for a single C6H8 molecule.

The geometry in XYZ format:
```
14
C6H8 ωB97M-V with the def2-TZVPD basis set
C -2.360 -0.074 1.678
C -1.211 0.300 1.580
C -0.301 -0.562 0.735
C 0.001 0.097 -0.574
C 1.312 -0.233 -1.208
C 1.082 1.121 -0.587
H -3.245 -0.649 1.590
H 0.592 -0.815 1.302
H -0.827 -1.508 0.535
H -0.862 0.258 -1.220
H 1.356 -0.311 -2.288
H 1.943 -0.939 -0.674
H 1.545 1.335 0.373
H 0.974 1.978 -1.242
```

Summary:
frontier orbital gap = 10.35 eV
SMILES = C#CCC1CC1
LUMO = 0.585 eV
HOMO = -0.3587 Eh
charge = 0

=====

Short version: B is the least stable of them.